{
  "formula": "C13H31BrNO5P",
  "method": "ωB97M-V/def2-TZVPD",
  "symbols": ["O", "C", "C", "C", "P", "O", "Br", "C", "N", "H", "H", "H", "H", "H", "H", "H", "C", "C", "C", "O", "H", "H", "H", "H", "H", "H", "H", "H", "C", "C", "C", "O", "H", "H", "H", "H", "H", "H", "H", "H", "C", "C", "C", "O", "H", "H", "H", "H", "H", "H", "H", "H"],
  "coordinates": [[-0.267, -3.095, 0.235], [0.692, -2.683, -0.274], [1.760, -1.687, 0.269], [3.035, -2.497, -0.090], [4.421, -1.330, -0.392], [3.901, -0.496, -1.710], [6.053, -2.694, -1.120], [2.561, -3.474, -1.201], [1.217, -3.041, -1.566], [1.747, -1.633, 1.350], [1.683, -0.701, -0.173], [3.330, -2.970, 0.842], [3.621, 0.383, -1.399], [3.226, -3.690, -2.022], [2.377, -4.414, -0.686], [1.218, -2.214, -2.154], [-1.950, -0.032, 1.928], [-1.916, -0.613, 3.339], [-0.496, -0.838, 3.811], [-2.631, -1.847, 3.378], [-1.475, -0.717, 1.220], [-2.982, 0.109, 1.604], [-1.435, 0.931, 1.880], [-2.432, 0.068, 4.017], [0.003, -1.559, 3.155], [-0.469, -1.247, 4.822], [0.073, 0.095, 3.804], [-2.190, -2.461, 2.777], [-2.524, -0.731, -2.048], [-3.310, 0.563, -2.150], [-3.866, 0.789, -3.547], [-2.438, 1.632, -1.781], [-1.667, -0.711, -2.729], [-2.131, -0.868, -1.041], [-3.143, -1.594, -2.297], [-4.131, 0.555, -1.432], [-3.055, 0.843, -4.279], [-4.408, 1.734, -3.594], [-4.542, -0.016, -3.840], [-1.723, 1.622, -2.429], [1.689, 3.751, 1.616], [1.652, 3.366, 0.146], [0.273, 3.590, -0.455], [2.025, 1.989, -0.005], [0.985, 3.141, 2.190], [2.682, 3.576, 2.032], [1.432, 4.801, 1.756], [2.391, 3.949, -0.403], [-0.472, 2.972, 0.054], [0.266, 3.300, -1.506], [-0.036, 4.634, -0.380], [1.378, 1.462, 0.479]],
  "atomic_forces_ev_per_a": [[-2.2441, -0.9617, 1.2431], [2.6376, 2.6848, -1.5419], [0.1506, -1.4919, 1.0555], [0.4421, 0.8191, -0.6150], [0.0788, 0.6489, 0.8385], [-0.1943, -0.2958, -0.0697], [-0.4693, 0.0830, -0.2712], [-0.4211, -0.3588, 1.0350], [-0.6166, -0.8640, -0.7056], [-0.4256, 0.4445, 0.2163], [-0.1208, 0.0660, -0.3058], [0.2314, -0.5476, -0.0936], [0.2094, -0.0643, -0.1678], [0.1406, 0.4120, -0.2951], [0.3144, -0.3995, -0.1537], [0.1354, 0.0090, -0.0513], [-0.1056, 0.0101, 0.0720], [0.1710, -0.2278, -0.4548], [0.2496, 0.0898, 0.1426], [-0.1740, 0.1041, 0.0947], [0.0826, -0.0251, 0.0674], [0.0084, 0.0566, 0.0020], [-0.0189, 0.0093, -0.0043], [-0.0981, -0.1301, 0.0634], [0.0095, 0.0609, -0.0555], [-0.0854, 0.0289, 0.0073], [0.0463, -0.0300, -0.0172], [-0.0263, 0.0487, 0.0107], [-0.1114, -0.2915, 0.0651], [0.4086, -0.1757, -0.2684], [-0.0781, 0.1212, 0.0256], [-0.1632, 0.2208, 0.0618], [-0.0837, -0.0005, -0.1082], [-0.0884, 0.0163, 0.0299], [0.0625, -0.0441, -0.0197], [0.0874, 0.1398, 0.1123], [0.0229, -0.0997, 0.0111], [-0.0302, -0.0197, 0.0375], [0.0209, -0.0064, -0.0106], [0.0062, 0.1215, 0.0968], [0.2050, -0.0340, 0.0428], [-0.4573, -0.0021, 0.2721], [0.0332, -0.0892, -0.1458], [0.2307, -0.1304, -0.1895], [-0.0875, 0.0447, -0.0508], [0.0128, 0.0377, -0.0292], [-0.0255, -0.0148, 0.0012], [0.0996, -0.1579, -0.0459], [-0.0180, 0.0515, 0.0453], [0.0208, 0.0551, -0.0140], [0.0141, -0.0094, 0.0228], [0.0109, 0.0876, 0.0120]],
  "gap_ev": 9.3,
  "smiles": "O=C1C[C@H](P(O)Br)CN1.CC(C)O.CC(C)O.CC(C)O",
  "e_tot_ha": -3860.2633,
  "charge": 0,
  "e_lumo_ev": 0.414
}

{
  "formula": "C22H49OP",
  "method": "ωB97M-V/def2-TZVPD",
  "symbols": ["C", "C", "O", "C", "C", "C", "C", "H", "H", "H", "H", "H", "H", "H", "H", "H", "H", "H", "H", "H", "C", "C", "C", "C", "P", "C", "C", "C", "C", "C", "C", "C", "C", "C", "C", "C", "C", "H", "H", "H", "H", "H", "H", "H", "H", "H", "H", "H", "H", "H", "H", "H", "H", "H", "H", "H", "H", "H", "H", "H", "H", "H", "H", "H", "H", "H", "H", "H", "H", "H", "H", "H", "H"],
  "coordinates": [[3.101, 4.906, 3.258], [3.222, 3.399, 3.119], [2.655, 2.795, 4.337], [1.500, 2.092, 4.047], [0.365, 2.941, 3.493], [-0.568, 3.545, 4.541], [-1.893, 4.039, 3.933], [3.893, 5.413, 2.705], [3.218, 5.192, 4.317], [2.128, 5.294, 2.938], [4.285, 3.150, 3.119], [1.716, 1.264, 3.354], [1.143, 1.628, 4.977], [-0.252, 2.252, 2.896], [0.746, 3.697, 2.810], [-0.788, 2.754, 5.258], [-0.071, 4.357, 5.065], [-2.752, 3.584, 4.421], [-2.003, 5.116, 4.052], [-1.936, 3.849, 2.862], [-2.585, -3.505, 1.370], [-1.209, -2.852, 1.478], [-1.245, -1.343, 1.239], [-1.436, -0.912, -0.225], [0.021, -0.920, -1.286], [1.312, -0.036, -0.399], [0.979, 1.322, 0.225], [0.873, 2.543, -0.686], [2.047, 2.719, -1.641], [-0.353, 0.037, -2.764], [-1.473, -0.366, -3.737], [-1.192, -1.514, -4.710], [0.181, -1.473, -5.372], [0.820, -2.516, -1.582], [0.232, -3.674, -2.404], [-1.207, -4.115, -2.089], [-1.266, -5.409, -1.280], [-3.050, -3.331, 0.396], [-2.516, -4.583, 1.513], [-3.255, -3.112, 2.135], [-0.513, -3.341, 0.791], [-0.816, -3.028, 2.480], [-0.338, -0.885, 1.638], [-2.069, -0.920, 1.815], [-1.752, 0.137, -0.233], [-2.260, -1.455, -0.692], [2.189, 0.021, -1.049], [1.608, -0.709, 0.413], [1.772, 1.533, 0.955], [0.060, 1.241, 0.813], [0.822, 3.415, -0.031], [-0.070, 2.546, -1.244], [2.977, 2.838, -1.083], [1.910, 3.609, -2.255], [2.165, 1.873, -2.325], [0.585, 0.228, -3.289], [-0.647, 1.005, -2.352], [-1.698, 0.527, -4.324], [-2.384, -0.589, -3.174], [-1.958, -1.483, -5.488], [-1.337, -2.470, -4.207], [0.292, -0.586, -5.997], [0.320, -2.346, -6.010], [0.995, -1.477, -4.645], [1.105, -2.882, -0.592], [1.772, -2.235, -2.047], [0.902, -4.524, -2.264], [0.322, -3.426, -3.461], [-1.742, -4.281, -3.026], [-1.755, -3.329, -1.566], [-0.885, -6.243, -1.870], [-2.290, -5.647, -0.994], [-0.669, -5.345, -0.368]],
  "atomic_forces_ev_per_a": [[0.0128, -0.2995, 0.4393], [-0.0346, -0.1531, -0.6712], [0.2150, 0.1181, -0.1196], [-0.0230, -0.0043, 0.2535], [-0.5920, -0.4275, -0.1287], [-0.0666, -0.1763, -0.3047], [0.2217, 0.4018, 0.1912], [-0.0322, 0.0585, -0.2308], [-0.0034, 0.2009, 0.0532], [-0.0338, 0.2096, -0.0710], [0.1232, -0.0862, 0.3009], [0.0545, 0.0246, -0.1965], [0.0588, -0.0402, 0.1444], [-0.1380, 0.0625, -0.1242], [0.1554, -0.0268, -0.0645], [0.0316, 0.0643, 0.2491], [0.1096, -0.0190, 0.1536], [-0.1258, -0.1017, -0.0851], [-0.0417, 0.0923, -0.0042], [-0.0760, -0.1639, -0.0811], [0.0781, -0.0160, -0.0049], [-0.1775, -0.0180, 0.0193], [0.3009, -0.1338, -0.0244], [-0.5092, 0.0495, 0.1252], [0.3267, 0.1813, 0.1592], [0.2145, 0.0562, 0.1939], [-0.0637, 0.2271, 0.1711], [-0.0506, -0.0532, -0.1662], [-0.0146, 0.0277, 0.0241], [-0.3604, 0.1560, -0.3483], [-0.0075, -0.1300, -0.0377], [0.0461, -0.0808, 0.0809], [-0.0781, -0.0183, -0.0256], [0.2010, -0.5778, -0.1045], [-0.1550, 0.1811, -0.2188], [0.0724, -0.2117, 0.0377], [-0.0470, 0.0799, 0.0258], [-0.0065, -0.0050, 0.0022], [-0.0225, -0.0148, -0.0099], [-0.0150, 0.0318, -0.0143], [0.0143, 0.0297, -0.0152], [0.0263, 0.0028, 0.0012], [-0.0293, 0.0453, 0.0036], [-0.0136, 0.0471, -0.0143], [0.1099, 0.0303, -0.0885], [0.0818, -0.0591, -0.0604], [-0.0647, 0.0294, -0.0878], [-0.0113, -0.0516, -0.0307], [0.0236, 0.0848, 0.0641], [0.0459, -0.0063, 0.0626], [0.0522, -0.0341, 0.0808], [0.0058, 0.0019, -0.0172], [-0.0043, -0.0351, 0.0382], [0.0255, 0.0183, -0.0011], [-0.0040, -0.0006, -0.0095], [0.0574, -0.1020, 0.0431], [0.1406, -0.0132, 0.1288], [0.0361, 0.0542, 0.0457], [-0.0200, 0.0346, -0.0062], [-0.0333, 0.0114, 0.0116], [0.0481, 0.0193, 0.0228], [0.0365, 0.0292, 0.0323], [0.0020, 0.0181, -0.0398], [0.0039, -0.0014, 0.0002], [-0.1144, 0.1489, 0.0956], [-0.0111, 0.1091, 0.0428], [0.0243, 0.0028, 0.0540], [-0.0263, 0.0708, 0.0183], [-0.0235, 0.0399, 0.0003], [0.0302, 0.0224, 0.0049], [0.0480, -0.0003, 0.0093], [-0.0002, -0.0172, 0.0123], [-0.0036, 0.0056, 0.0100]],
  "gap_ev": 3.3,
  "e_tot_ha": -1284.0376,
  "charge": 0,
  "e_lumo_ev": -0.172
}

{
  "formula": "C6H5P",
  "method": "ωB97M-V/def2-TZVPD",
  "symbols": ["C", "C", "C", "P", "C", "C", "C", "H", "H", "H", "H", "H"],
  "coordinates": [[-3.264, -0.039, 0.003], [-2.079, 0.048, -0.075], [-0.546, 0.052, -0.073], [0.421, 1.606, -0.071], [1.861, 0.679, 0.113], [1.689, -0.676, -0.166], [0.242, -1.040, -0.355], [-4.306, -0.265, 0.122], [0.597, 2.072, 1.189], [2.953, 1.134, 0.218], [2.506, -1.430, -0.335], [-0.072, -2.140, -0.571]],
  "atomic_forces_ev_per_a": [[-1.3975, -0.4234, 0.1930], [4.1298, -0.1560, -0.0538], [-3.0186, -0.4661, -0.4119], [-0.9355, -0.4544, -1.1981], [4.4065, -2.2851, -1.0703], [-0.3232, 0.6858, -0.3484], [0.8091, -0.1782, 0.8048], [0.3222, 0.3359, -0.1301], [-0.7869, 0.5181, 1.5959], [-2.5970, -0.9841, -0.1642], [-0.9329, 1.0079, 0.4325], [0.3240, 2.3995, 0.3505]],
  "relative_energy_kcal_mol": 0.4,
  "gap_ev": 8.9,
  "smiles": "C#CC1=[PH]=CC=C1",
  "e_tot_ha": -572.8391,
  "charge": 0,
  "e_lumo_ev": 0.261
}

{
  "formula": "C26H31OSi",
  "method": "ωB97M-V/def2-TZVPD",
  "symbols": ["C", "C", "Si", "C", "C", "C", "C", "H", "H", "H", "H", "H", "H", "H", "H", "H", "H", "H", "H", "H", "H", "H", "H", "C", "O", "C", "C", "C", "C", "C", "C", "C", "C", "C", "C", "C", "C", "C", "C", "C", "C", "C", "C", "C", "H", "H", "H", "H", "H", "H", "H", "H", "H", "H", "H", "H", "H", "H", "H"],
  "coordinates": [[-1.734, -2.612, 12.572], [-0.560, -1.853, 13.256], [-0.671, 0.027, 13.730], [-2.329, 0.844, 13.182], [-2.390, 2.247, 12.517], [0.917, 1.081, 13.386], [2.191, 0.370, 12.868], [-0.556, -0.180, 9.118], [-1.718, -3.674, 12.850], [-2.708, -2.230, 12.882], [-1.687, -2.577, 11.478], [-0.435, -2.353, 14.245], [0.376, -2.084, 12.712], [-2.927, 0.130, 12.585], [-2.892, 0.947, 14.140], [-3.345, 2.735, 12.751], [-1.604, 2.911, 12.882], [-2.322, 2.198, 11.425], [0.673, 1.942, 12.733], [1.192, 1.563, 14.359], [3.091, 0.897, 13.199], [2.278, -0.650, 13.235], [2.224, 0.335, 11.780], [5.698, -1.701, 7.159], [5.211, -0.727, 8.113], [3.847, -0.571, 8.028], [3.229, 0.509, 8.702], [1.839, 0.602, 8.766], [1.025, -0.245, 7.983], [-0.475, -0.104, 8.071], [-1.491, -1.136, 7.592], [-2.699, -0.478, 7.281], [-3.844, -1.190, 6.945], [-3.810, -2.595, 6.957], [-2.642, -3.249, 7.373], [-1.491, -2.521, 7.731], [-2.499, 0.969, 7.354], [-1.151, 1.212, 7.707], [-0.694, 2.520, 7.766], [-1.551, 3.596, 7.429], [-2.898, 3.339, 7.102], [-3.352, 2.015, 7.010], [1.626, -1.333, 7.350], [3.015, -1.453, 7.306], [6.773, -1.556, 7.134], [5.438, -2.722, 7.494], [5.253, -1.511, 6.164], [3.871, 1.237, 9.190], [1.377, 1.306, 9.480], [-4.725, -0.646, 6.630], [-4.651, -3.171, 6.564], [-2.630, -4.346, 7.431], [-0.616, -3.020, 8.167], [0.332, 2.679, 8.090], [-1.164, 4.620, 7.448], [-3.562, 4.190, 6.881], [-4.360, 1.788, 6.666], [1.022, -2.111, 6.894], [3.468, -2.266, 6.753]],
  "atomic_forces_ev_per_a": [[-0.2551, 0.2960, 0.0242], [-0.0281, -0.2738, 1.3842], [0.1397, 0.0127, -4.6827], [-0.2998, 0.0976, 1.3656], [0.3525, 0.0890, 0.0562], [0.1030, 0.1845, 1.5295], [-0.0977, -0.2348, 0.0925], [-0.6890, 0.0915, 1.8277], [0.1828, 0.3559, 0.0126], [0.0219, -0.0236, -0.0560], [0.0704, 0.2428, 0.2261], [0.2120, 0.1287, -0.3846], [-0.1793, 0.6316, 0.3868], [0.5451, -0.0831, 0.3898], [0.0369, -0.2149, -0.3985], [0.2185, -0.2844, -0.0036], [-0.0464, -0.0191, -0.0672], [0.1516, -0.1497, 0.2211], [-0.4551, -0.5029, 0.3123], [-0.2638, -0.1758, -0.5421], [-0.2665, 0.0316, -0.0134], [0.0252, -0.0577, 0.0234], [-0.1535, -0.0573, -0.0389], [-0.0535, 0.3043, 0.2946], [-1.0007, -0.2074, -0.9061], [-0.7910, 0.2060, -0.2717], [0.3515, -0.6276, 0.1422], [0.1213, -0.1147, -0.3951], [0.2741, -0.6968, 0.1097], [-0.0229, 0.1892, -0.5691], [-0.3762, -0.1057, 0.5801], [0.0889, -0.4030, -0.3365], [0.2657, -0.5552, -0.0837], [0.4627, 0.4501, -0.2572], [0.0851, -0.0515, 0.1326], [-0.0993, -0.0503, 0.0511], [0.7486, 0.3865, -0.5952], [-0.7830, 0.3752, 0.0891], [-0.0899, 0.1748, -0.0753], [-0.1576, -0.6889, 0.3425], [0.5360, 0.1132, -0.1952], [0.0284, 0.1895, 0.3065], [0.3022, 0.7214, -0.2077], [0.4762, 0.0449, 0.6632], [-0.0130, -0.1494, -0.0358], [0.2244, 0.3959, -0.1704], [0.4199, -0.0779, 0.4385], [-0.1342, -0.1957, 0.1827], [0.2592, -0.0937, -0.7310], [-0.1332, -0.1283, 0.0597], [0.1908, 0.1866, 0.3844], [0.0283, 0.5481, -0.0472], [-0.3563, 0.0363, -0.4395], [-0.1401, 0.3105, -0.2899], [-0.2276, -0.4362, 0.0351], [0.3531, -0.6168, 0.0267], [0.1307, 0.1760, 0.1633], [0.0454, 0.3205, -0.2402], [-0.3393, -0.0150, 0.1795]],
  "relative_energy_kcal_mol": 37.3,
  "gap_ev": 4.1,
  "e_tot_ha": -1373.7503,
  "charge": 1,
  "e_lumo_ev": -6.182
}

{
  "formula": "C3H9S",
  "method": "ωB97M-V/def2-TZVPD",
  "symbols": ["C", "C", "H", "H", "H", "H", "H", "H", "C", "S", "H", "H", "H"],
  "coordinates": [[1.875, 0.251, 0.516], [1.049, 0.745, 1.615], [2.730, 1.010, 0.513], [1.462, 0.372, -0.545], [2.376, -0.687, 0.435], [0.513, 1.622, 1.316], [0.333, -0.073, 1.959], [1.756, 1.299, 2.245], [-2.527, -1.009, -1.646], [-1.383, 0.264, -1.137], [-3.551, -0.891, -1.410], [-2.403, -0.923, -2.631], [-2.229, -1.980, -1.230]],
  "atomic_forces_ev_per_a": [[2.2464, 2.5525, -4.2196], [-1.0518, -0.6720, 1.1212], [-0.4566, -0.9887, -0.4474], [-0.1288, -0.1984, 1.5849], [-0.0338, -1.0853, 0.9896], [-1.1199, 0.0479, -0.7807], [0.9471, 1.5521, 0.3612], [-0.3349, -1.1878, 1.4197], [0.6654, -0.7764, 3.0692], [0.5523, 1.0554, 1.0097], [-1.2579, 0.5041, 0.4750], [-0.0221, -0.7399, -4.1794], [-0.0055, -0.0636, -0.4036]],
  "relative_energy_kcal_mol": 41.0,
  "gap_ev": 6.1,
  "e_tot_ha": -517.8486,
  "charge": -1,
  "e_lumo_ev": 4.216
}

{
  "formula": "C10H19FNO2",
  "method": "ωB97M-V/def2-TZVPD",
  "symbols": ["C", "C", "C", "C", "N", "C", "C", "F", "H", "H", "H", "H", "H", "H", "H", "H", "H", "H", "H", "H", "H", "O", "C", "O", "C", "C", "C", "H", "H", "H", "H", "H", "H"],
  "coordinates": [[-1.186, -2.732, 1.929], [-2.025, -1.716, 0.933], [-0.973, -1.042, -0.133], [-2.798, -0.602, 1.899], [-2.087, 0.733, 1.891], [-0.881, 0.747, 2.808], [0.162, 1.882, 2.159], [0.091, 3.066, 3.046], [-1.678, -2.817, 2.988], [-1.124, -3.779, 1.405], [-0.079, -2.317, 2.007], [-2.791, -2.347, 0.303], [-1.505, -0.429, -1.000], [-0.139, -0.389, 0.370], [-0.396, -1.926, -0.690], [-2.947, -1.045, 2.995], [-3.858, -0.420, 1.381], [-0.270, -0.252, 2.832], [-1.159, 1.029, 3.912], [1.236, 1.433, 2.023], [-0.253, 2.178, 1.080], [1.066, -1.531, -2.636], [1.405, -0.364, -2.743], [0.544, 0.695, -2.704], [1.267, 1.896, -2.970], [2.701, 1.580, -2.635], [2.805, 0.116, -2.980], [1.134, 2.158, -4.025], [0.873, 2.708, -2.351], [3.417, 2.208, -3.172], [2.870, 1.717, -1.560], [3.062, -0.037, -4.032], [3.515, -0.400, -2.329]],
  "atomic_forces_ev_per_a": [[0.4129, 0.0742, -1.1489], [0.6530, -0.2164, 0.7166], [0.1572, -0.8602, -0.6666], [0.3952, 1.4642, -1.0075], [0.3811, -1.8204, 1.3342], [-0.1925, 0.2970, -1.6693], [-1.7606, -0.9630, -0.0507], [0.8999, -1.4600, -1.5292], [0.9636, 0.1288, -2.0439], [-0.0296, 1.7110, 1.1996], [-2.2628, -0.9063, 0.0935], [1.3029, 1.0799, 1.2118], [1.0555, -1.1445, 2.1031], [-1.8967, -1.1078, -0.8022], [-1.2831, 1.7214, 1.1921], [0.0908, 0.4382, -1.9815], [1.9720, -0.3931, 1.2482], [-0.8501, 1.3833, 0.1231], [0.8237, -0.2630, -1.5320], [-1.6058, 1.3406, 0.7727], [0.7048, -0.4709, 2.5674], [0.2973, 2.1250, -0.2797], [-0.9441, -2.2143, 0.0608], [0.2692, -0.7412, 0.0020], [-0.2548, 0.6389, 0.0134], [0.7529, 0.5323, 0.2205], [0.4826, 0.2457, 0.2939], [-0.0034, -0.0202, 0.0284], [-0.1613, -0.2669, -0.1145], [-0.1365, 0.0004, 0.0650], [-0.0593, 0.0206, -0.1819], [-0.0012, -0.1479, 0.0909], [-0.1728, -0.2053, -0.3294]],
  "relative_energy_kcal_mol": 132.5,
  "gap_ev": 4.1,
  "e_tot_ha": -697.3877,
  "charge": -1,
  "e_lumo_ev": 2.674
}